Record 1
Density functional theory data (ωB97M-V/def2-TZVPD) for a cluster of 3 separate species, C3H8N2O2 in total in a non-equilibrium geometry.

Structure (XYZ):
```
15
Properties=species:S:1:pos:R:3:mulliken_charge:R:1
C 0.278 -0.422 2.325 -0.170
C -0.849 -0.023 1.613 -0.240
N -0.396 0.870 0.683 0.048
C 0.940 1.012 0.885 -0.267
N 1.409 0.150 1.819 -0.527
H 0.131 -1.356 3.023 0.263
H -1.885 -0.148 1.948 0.339
H -1.034 1.407 0.113 0.207
H 1.679 1.341 0.117 0.354
H -0.458 -0.123 -2.115 0.364
H -2.050 -0.042 -2.282 0.308
O -1.259 0.471 -2.037 -0.665
H 1.290 -0.302 -2.431 0.367
H 1.225 -1.567 -1.390 0.341
O 0.980 -1.267 -2.270 -0.723
```

* charge: 0
* total energy: -379.0734 Eh
* SMILES: c1c[nH]cn1.O.O
* highest occupied orbital energy: -0.323 hartree

=====

Record 2
Density functional theory data (ωB97M-V/def2-TZVPD) for a structure of composition C30H45AsFN3OSi3V.

Structure (XYZ):
```
85
Properties=species:S:1:pos:R:3:mulliken_spin:R:1
V 0.863 -0.303 -0.178 1.256
C 3.796 -0.545 3.024 -0.002
C 2.644 -0.728 2.108 0.013
N 2.361 0.045 1.120 -0.049
N 3.163 1.122 0.796 -0.009
C 2.514 1.842 -0.078 0.037
O 1.265 1.529 -0.414 -0.065
C 3.144 2.984 -0.739 0.000
C 2.367 3.866 -1.490 -0.001
C 2.963 4.948 -2.114 0.000
C 4.332 5.149 -1.990 0.000
C 5.109 4.270 -1.245 0.000
C 4.520 3.190 -0.614 0.000
C 1.709 -1.865 2.218 0.039
C 1.864 -2.875 3.144 0.001
C 0.972 -3.944 3.122 0.004
C -0.031 -3.959 2.173 0.002
C -0.118 -2.906 1.272 0.022
N 0.730 -1.881 1.282 -0.115
H 4.353 0.347 2.759 0.000
H 4.455 -1.415 2.975 0.001
H 3.443 -0.464 4.054 0.001
H 1.302 3.700 -1.576 0.002
H 2.365 5.638 -2.693 0.000
H 4.797 5.994 -2.479 0.000
H 6.174 4.431 -1.156 0.000
H 5.115 2.501 -0.031 0.000
H 2.660 -2.831 3.873 0.000
H 1.070 -4.750 3.837 0.000
H -0.745 -4.769 2.115 0.000
H -0.893 -2.878 0.520 0.014
F 2.448 -5.952 -0.138 -0.005
C 2.227 -4.744 -0.644 -0.039
C 3.181 -3.757 -0.452 0.011
C 2.932 -2.497 -0.961 -0.045
C 1.732 -2.223 -1.641 0.039
C 1.403 -0.852 -2.021 -0.114
C 0.807 -3.262 -1.841 -0.014
C 1.052 -4.528 -1.354 0.010
H 4.099 -3.998 0.066 -0.001
H 3.672 -1.713 -0.845 0.002
H 0.558 -0.703 -2.695 -0.019
H 2.236 -0.188 -2.261 -0.003
H -0.106 -3.064 -2.391 -0.005
H 0.368 -5.351 -1.514 0.000
C -3.083 -2.948 -0.644 0.001
Si -3.233 -1.170 -1.213 -0.003
C -2.888 -1.043 -3.042 0.000
C -4.940 -0.574 -0.769 -0.003
As -1.622 0.257 -0.139 0.014
Si -2.229 0.626 2.158 0.009
C -3.862 1.521 2.171 -0.003
C -0.841 1.636 2.892 0.007
C -2.363 -1.011 3.044 -0.001
Si -1.821 2.373 -1.294 -0.005
C -1.246 3.709 -0.129 0.005
C -3.600 2.665 -1.766 -0.002
C -0.792 2.223 -2.844 0.005
H -3.988 -3.454 -0.994 0.000
H -3.063 -3.063 0.441 0.000
H -2.237 -3.483 -1.082 -0.001
H -3.519 -1.772 -3.559 0.000
H -1.852 -1.258 -3.311 0.001
H -3.146 -0.060 -3.438 0.000
H -5.635 -1.034 -1.477 0.000
H -5.084 0.503 -0.820 0.001
H -5.225 -0.912 0.229 0.000
H -3.946 2.289 1.404 0.000
H -3.972 2.016 3.140 0.000
H -4.699 0.831 2.058 0.000
H -0.892 2.686 2.603 0.001
H 0.151 1.266 2.622 0.006
H -0.924 1.589 3.982 0.000
H -3.027 -1.724 2.552 0.000
H -2.793 -0.800 4.028 0.000
H -1.394 -1.483 3.214 0.000
H -2.032 3.949 0.590 0.000
H -1.072 4.615 -0.718 0.001
H -0.331 3.476 0.411 0.001
H -4.300 2.640 -0.932 0.000
H -3.956 1.988 -2.544 0.000
H -3.640 3.678 -2.180 0.000
H 0.259 1.998 -2.656 0.000
H -0.836 3.180 -3.371 0.001
H -1.200 1.469 -3.520 0.000
```

* charge: +2
* 2S+1: 2
* total energy: -5557.4372 Eh
* highest occupied orbital energy (alpha / beta): -0.507 / -0.507 hartree

=====

Record 3
Density functional theory data (ωB97M-V/def2-TZVPD) for an isolated molecule of C5H5NO2 in a non-equilibrium geometry.

Structure (XYZ):
```
13
Properties=species:S:1:pos:R:3:mulliken_charge:R:1
C 1.549 0.674 1.219 -0.402
C 1.163 -0.143 -0.007 -0.014
C -0.321 -0.353 -0.461 0.347
C -1.301 0.694 -0.130 -0.154
C -1.055 -1.223 -1.034 -0.348
H 0.770 1.127 1.787 0.317
H 2.549 -0.031 1.746 0.209
H 1.881 -1.103 -0.038 0.263
H -1.473 1.877 0.000 0.318
H -0.662 -1.923 -1.788 0.344
N -2.532 0.238 -0.289 -0.347
O 1.813 1.173 -0.087 -0.377
O -2.382 -1.006 -0.917 -0.155
```

* charge: 0
* total energy: -398.5626 Eh
* SMILES: c1nocc1[C@@H]1CO1
* highest occupied orbital energy: -0.364 hartree

=====

Record 4
Density functional theory data (ωB97M-V/def2-TZVPD) for an isolated molecule of C2H5NOS in a non-equilibrium geometry.

Structure (XYZ):
```
10
Properties=species:S:1:pos:R:3:mulliken_charge:R:1
C 0.369 -0.006 0.620 -1.041
C -0.724 0.125 -0.451 -0.211
N -1.897 -0.419 0.272 0.001
O -2.912 -0.933 -0.544 -0.268
S -3.399 0.381 0.220 0.015
H 0.367 0.968 1.402 0.208
H 1.422 -0.109 0.208 0.323
H 0.266 -0.846 1.207 0.392
H -0.390 -0.594 -1.156 0.258
H -0.821 1.151 -0.833 0.324
```

* charge: 0
* total energy: -607.2235 Eh
* SMILES: CCn1os1
* highest occupied orbital energy: -0.325 hartree

=====

Values for energy above the lowest of the compared OMol25 structures with the same formula, charge and spin, kcal per mole, ordered as above
42.4; 0.0; 135.4; 115.0